Formula: C4H5NO
Source: OMol25
Level of theory: ωB97M-V/def2-TZVPD

Properties
Gap between HOMO and LUMO = 9.6 eV
Lowest unoccupied orbital energy = 0.6 eV
HOMO energy = -0.3310 Ha
Relative energy (zero: lowest compared OMol25 entry of this formula, charge and spin) = 82.7 kcal per mole

Each line ends with the Löwdin charge.
CARTESIAN COORDINATES (ANGSTROEM)
O -0.0734 0.3482 1.1399  0.0275
N -2.0999 0.3859 0.1374  0.0410
C 1.4797 -0.2408 -0.6882  -0.0205
C -1.4013 0.6352 1.1938  -0.1926
C -1.1859 -0.0644 -0.8884  -0.0351
C 0.0675 -0.1258 -0.1876  -0.4128
H 1.4614 -0.6495 -1.7040  0.0910
H -1.7436 1.0344 2.1470  0.1368
H 2.0935 -0.8814 -0.0434  0.0877
H -0.5335 -1.1982 -0.3835  0.1841
H 1.9355 0.7564 -0.7230  0.0929